No. 1
16
Properties=species:S:1:pos:R:3:forces:R:3 method="wB97M-V/def2-TZVPD" gap_ev=9.5 e_above_lowest_kcal_mol=109.18 fmax_ev_per_a=2.67 homo_ev=-8.866
O -1.166598 0.920821 -0.497604 0.5 1.8 0.8
H -1.924687 -2.121788 -0.041092 -0.6 0.6 0.6
C -1.581527 -0.163975 -0.687928 -0.8 -2.2 -0.5
H 1.041909 -1.993335 -0.928237 -1.4 -1.1 -1.3
N 1.825460 -0.332727 -0.309732 1.5 -1.7 0.3
H 0.705183 1.862050 0.599664 1.8 -0.5 -0.6
N 2.430564 0.728671 -0.292873 -1.0 0.7 0.0
C 1.739461 -1.558959 -0.299902 0.5 2.2 1.2
H -3.379876 -1.076775 0.124719 0.2 0.1 0.4
H 2.055291 1.489005 1.711651 0.3 1.0 -2.2
H 2.222456 2.721811 0.176072 0.3 -0.2 0.8
H -0.697846 -0.251130 -2.388672 -1.2 -0.5 0.6
H -1.947356 -0.916084 1.337243 -0.7 -0.1 -1.0
C 1.860471 1.769217 0.576392 -1.9 -0.4 1.9
C -2.301299 -1.122680 0.294358 1.6 -0.1 -0.8
O -1.405985 -0.769721 -1.911265 1.0 0.4 -0.1

=====

No. 2
10
Properties=species:S:1:pos:R:3:forces:R:3 method="wB97M-V/def2-TZVPD" gap_ev="6.5 / 8.7" e_above_lowest_kcal_mol=77.01 fmax_ev_per_a=5.30 homo_ev="-10.020 / -10.676"
O 1.666562 -1.804413 -0.333526 0.1 0.9 -0.2
F -2.492509 0.839675 -0.798258 -0.6 1.2 -0.1
C -1.554159 0.043586 -0.346570 -0.5 -0.4 -1.5
F -0.629823 -0.069918 -1.308401 0.2 0.4 0.4
O 2.535530 -0.299652 1.385465 1.4 0.6 2.1
F -2.108928 -1.148317 -0.225434 0.2 -0.4 1.1
S 1.838616 -0.472775 0.189103 -1.3 -0.5 -2.1
C -0.891871 0.590490 0.925036 0.8 2.3 3.9
O -1.108556 1.356707 1.841172 0.3 -3.2 -4.2
Cl 2.745134 0.964614 -1.328584 -0.4 -0.8 0.6

=====

Record-wise electronic energy values, in a.u.: -417.0820; -1459.7827